# 1
Formula: C5H10F2
Source: the OMol25 dataset
Level of theory: ωB97M-V with the def2-TZVPD basis set

As for the total energy: -396.0098 Ha. The value obtained for the HOMO-LUMO gap (spin up / spin down) is 0.2044 / 0.3567 hartree. Its expectation value of S² is 2.01. For the HOMO energy (spin up / spin down), the calculation gives -4.6 / -11.3 eV. The LUMO energy (spin up / spin down) comes out at 0.99 / -1.57 eV. As for the spin multiplicity: 3.

The geometry in XYZ format:
```
17
C5H10F2 (ωB97M-V with the def2-TZVPD basis set)
H -0.194 -0.187 2.226
C 1.559 1.011 -0.693
F -2.223 0.927 -1.161
H 0.922 -1.848 1.038
H 0.613 -1.534 -0.660
C 1.150 -1.227 0.175
C 0.974 0.210 0.408
H 2.242 -1.353 0.035
H -2.029 -1.140 -1.095
H 0.851 1.042 -1.492
C -2.619 -0.290 -0.592
H 1.684 2.129 -0.440
H 2.573 0.684 -0.960
H 0.152 1.546 1.928
F -2.368 -0.160 0.672
H -3.605 -0.334 -0.901
C 0.317 0.525 1.513
```

Mulliken atomic charge list, values in e, 5 entries: 0.27, -1.11, -0.28, 0.36, 0.29


# 2
Formula: C4H8OS
Source: the OMol25 dataset
Level of theory: ωB97M-V with the def2-TZVPD basis set

As for the total energy: -630.4540 Ha. The value obtained for the HOMO-LUMO gap is 0.3233 hartree. For the relative energy (zero: lowest compared OMol25 entry of this formula, charge and spin), the calculation gives 4.923 eV. For the HOMO energy, the calculation gives -8.1 eV. The LUMO energy comes out at 0.68 eV.

The geometry in XYZ format:
```
14
C4H8OS (ωB97M-V with the def2-TZVPD basis set)
H 1.968 -2.202 0.315
C 1.113 -1.452 -0.109
H -1.746 1.268 -1.300
H 0.522 -1.903 -1.073
H 0.056 -0.314 1.755
C -1.866 0.989 0.006
O 1.829 0.895 0.210
H 2.705 0.985 -0.345
H -3.174 1.045 0.400
S -1.558 -0.801 0.007
H -1.395 1.773 0.791
C 0.091 -0.710 0.753
C 1.018 0.063 -0.276
H 0.437 0.365 -1.132
```

Mulliken atomic charge list, values in e, 5 entries: 0.28, -0.59, 0.22, 0.22, 0.43


# 3
Formula: C22H34Br2N4O3PPt
Source: the OMol25 dataset
Level of theory: ωB97M-V with the def2-TZVPD basis set

As for the total energy: -6912.0444 Ha. As for the net charge: +1. The value obtained for the HOMO-LUMO gap is 0.2363 hartree. For the relative energy (zero: lowest compared OMol25 entry of this formula, charge and spin), the calculation gives 0.000 eV. For the HOMO energy, the calculation gives -10.3 eV. The LUMO energy comes out at -3.84 eV.

The geometry in XYZ format:
```
67
C22H34Br2N4O3PPt (ωB97M-V with the def2-TZVPD basis set)
C -3.318 2.939 -0.900
H -0.220 -0.365 -4.391
H -2.263 1.233 -2.741
H 2.237 -2.520 -4.302
H -4.217 2.544 -0.407
C -2.458 4.002 1.138
H 5.606 0.769 -0.697
C -1.679 -3.314 -1.035
H -3.549 3.071 -1.960
H -1.525 -2.828 -1.991
H -3.216 0.316 -1.560
C 4.817 0.044 -0.530
N -1.387 3.028 1.116
H 1.470 -0.021 -4.773
H 2.126 -0.871 -2.477
C -2.391 -4.479 -0.941
H 0.077 3.996 2.260
H 0.660 0.853 -3.459
C 3.519 1.659 1.522
C 0.872 -0.822 2.814
C 2.901 2.185 -1.289
H 4.671 -0.553 -1.425
H 0.224 2.224 2.121
C -0.640 -2.547 2.328
C -0.123 -2.032 4.616
C -2.562 -5.056 0.341
H -1.013 2.941 3.176
H 3.800 0.905 2.254
Br -0.327 -2.330 6.479
C 0.750 -1.012 4.168
N 0.223 -1.547 1.903
N -1.127 -2.704 0.022
C 0.747 -0.103 -3.968
O -0.361 1.218 0.257
H -1.487 -3.565 4.027
H 3.590 3.011 -1.135
H 1.528 -0.062 2.419
H 5.101 -0.616 0.286
H 1.877 2.519 -1.132
C -1.293 -3.247 1.290
C -0.472 3.052 2.233
H -1.439 0.213 -1.541
H 4.316 2.392 1.449
C 1.375 -2.541 -3.644
C 1.176 -1.178 -2.950
H -2.810 -4.952 -1.813
H -2.124 4.730 -0.853
H 1.521 -3.307 -2.885
H -3.778 4.952 -0.278
O 2.169 -0.188 -0.022
Pt 0.254 -1.280 -0.067
H -3.292 3.637 1.753
Br -3.483 -6.697 0.518
N -2.226 1.991 -0.792
H -2.077 4.918 1.596
H -2.183 -4.848 2.427
C -2.930 4.270 -0.280
H 1.294 -0.414 4.878
O 0.167 -1.324 -2.022
C -2.288 0.876 -1.709
C -2.044 -4.432 1.442
P 3.244 0.850 -0.091
H 2.607 2.156 1.843
C -1.300 2.028 0.198
H 3.006 1.810 -2.305
C -0.807 -2.792 3.708
H 0.485 -2.783 -4.220
```

Mulliken atomic charge list, values in e, 5 entries: -0.64, 0.35, 0.35, 0.42, 0.31


Please write out number 1 again, unchanged.
Formula: C5H10F2
Source: the OMol25 dataset
Level of theory: ωB97M-V with the def2-TZVPD basis set

As for the total energy: -396.0098 Ha. The value obtained for the HOMO-LUMO gap (spin up / spin down) is 0.2044 / 0.3567 hartree. Its expectation value of S² is 2.01. For the HOMO energy (spin up / spin down), the calculation gives -4.6 / -11.3 eV. The LUMO energy (spin up / spin down) comes out at 0.99 / -1.57 eV. As for the spin multiplicity: 3.

The geometry in XYZ format:
```
17
C5H10F2 (ωB97M-V with the def2-TZVPD basis set)
H -0.194 -0.187 2.226
C 1.559 1.011 -0.693
F -2.223 0.927 -1.161
H 0.922 -1.848 1.038
H 0.613 -1.534 -0.660
C 1.150 -1.227 0.175
C 0.974 0.210 0.408
H 2.242 -1.353 0.035
H -2.029 -1.140 -1.095
H 0.851 1.042 -1.492
C -2.619 -0.290 -0.592
H 1.684 2.129 -0.440
H 2.573 0.684 -0.960
H 0.152 1.546 1.928
F -2.368 -0.160 0.672
H -3.605 -0.334 -0.901
C 0.317 0.525 1.513
```

Mulliken atomic charge list, values in e, 5 entries: 0.27, -1.11, -0.28, 0.36, 0.29


Repeat the first record exactly.
Formula: C5H10F2
Source: the OMol25 dataset
Level of theory: ωB97M-V with the def2-TZVPD basis set

As for the total energy: -396.0098 Ha. The value obtained for the HOMO-LUMO gap (spin up / spin down) is 0.2044 / 0.3567 hartree. Its expectation value of S² is 2.01. For the HOMO energy (spin up / spin down), the calculation gives -4.6 / -11.3 eV. The LUMO energy (spin up / spin down) comes out at 0.99 / -1.57 eV. As for the spin multiplicity: 3.

The geometry in XYZ format:
```
17
C5H10F2 (ωB97M-V with the def2-TZVPD basis set)
H -0.194 -0.187 2.226
C 1.559 1.011 -0.693
F -2.223 0.927 -1.161
H 0.922 -1.848 1.038
H 0.613 -1.534 -0.660
C 1.150 -1.227 0.175
C 0.974 0.210 0.408
H 2.242 -1.353 0.035
H -2.029 -1.140 -1.095
H 0.851 1.042 -1.492
C -2.619 -0.290 -0.592
H 1.684 2.129 -0.440
H 2.573 0.684 -0.960
H 0.152 1.546 1.928
F -2.368 -0.160 0.672
H -3.605 -0.334 -0.901
C 0.317 0.525 1.513
```

Mulliken atomic charge list, values in e, 5 entries: 0.27, -1.11, -0.28, 0.36, 0.29